# C4H36NO16

A cluster of 15 separate species, C4H36NO16 in total at a distorted geometry (the ωB97M-V functional and the def2-TZVPD basis, the Open Molecules 2025 dataset).

Calculated values
ΔE to the lowest compared entry with this formula, charge and spin = 5.653 eV
E_HOMO = -5.77 eV
Charge = -1
LUMO level = 2.230 eV
2S+1 = 1
Kohn-Sham gap = 8.0 eV

Last columns: bonded neighbours and bond lengths (Å).
Positions of all 57 atoms, in Å:
1 C -1.62949 -0.42800 0.71970  N2 1.334, O7 1.264, H8 1.083
2 N -1.27443 0.85079 0.58690  C1 1.334, C4 1.437
3 C -3.32232 1.57137 -0.66400  C4 1.652, H10 1.060, H11 1.122, H12 1.086
4 C -1.67407 1.62226 -0.55777  N2 1.437, C3 1.652, C5 1.546, H13 1.077
5 C -1.61741 3.16108 -0.41518  C4 1.546, O6 1.415, H14 1.125, H15 1.156
6 O -0.30150 3.65286 -0.58765  C5 1.415, H9 0.954
7 O -1.72778 -1.19632 -0.27879  C1 1.264
8 H -1.62409 -0.76507 1.74860  C1 1.083
9 H -0.29049 4.13929 -1.40817  O6 0.954
10 H -3.77848 0.65002 -0.40440  C3 1.060
11 H -3.77806 1.82359 -1.65825  C3 1.122
12 H -3.94265 2.25106 -0.08683  C3 1.086
13 H -1.35367 1.22801 -1.50742  C4 1.077
14 H -2.16114 3.37022 0.54736  C5 1.125
15 H -2.31698 3.72858 -1.14037  C5 1.156
16 H -0.22722 -3.77902 0.16032  O18 0.993
17 H 0.61728 -4.29484 1.25520  O18 0.964
18 O -0.27509 -4.42280 0.91461  H16 0.993, H17 0.964
19 H -0.52792 1.39393 2.29297  O21 1.053
20 H 0.42321 2.59334 2.74423  O21 0.982
21 O 0.45831 1.62581 2.58114  H19 1.053, H20 0.982
22 H 0.22708 -3.18498 2.83483  O24 0.965
23 H 0.62510 -2.06194 3.61570  O24 0.976
24 O 0.87031 -3.00225 3.53030  H22 0.965, H23 0.976
25 H 0.98080 -0.31232 -3.41283  O27 1.006
26 H 0.37706 -0.18152 -2.02947  O27 0.977
27 O 1.20953 -0.47584 -2.44727  H25 1.006, H26 0.977
28 H 2.63185 0.15596 -2.70436  O30 1.017
29 H 3.90304 1.07467 -2.65554  O30 0.956
30 O 3.64417 0.15495 -2.61101  H28 1.017, H29 0.956
31 H 3.99562 -1.90536 -3.08732  O33 0.952
32 H 2.84986 -1.58984 -2.10990  O33 0.981
33 O 3.43763 -2.30742 -2.42963  H31 0.952, H32 0.981
34 H 2.39572 -2.51173 -0.93051  O36 0.960
35 H 1.42802 -2.53714 0.22911  O36 0.958
36 O 1.56613 -2.90142 -0.64657  H34 0.960, H35 0.958
37 H -0.44510 -1.01348 -3.94081  O39 0.985
38 H -1.09439 -0.02355 -4.79006  O39 0.966
39 O -0.21734 -0.41426 -4.68837  H37 0.985, H38 0.966
40 H 0.78677 -0.23007 4.72366  O42 0.954
41 H -0.39181 0.32697 3.82288  O42 0.976
42 O -0.04310 -0.44687 4.30493  H40 0.954, H41 0.976
43 H 1.68462 4.26481 2.14012  O45 1.014
44 H 0.45285 3.96998 1.36722  O45 0.987
45 O 0.68185 4.38503 2.23320  H43 1.014, H44 0.987
46 H -4.00409 -2.41729 0.36424  O48 1.004
47 H -3.70351 -1.34548 1.35747  O48 0.979
48 O -4.11802 -2.23247 1.34405  H46 1.004, H47 0.979
49 H -1.98849 -1.39462 -1.78302  O51 1.009
50 H -1.73766 -2.21957 -2.96522  O51 0.961
51 O -1.95574 -1.30088 -2.78683  H49 1.009, H50 0.961
52 H 1.87098 0.10294 0.46851  O54 0.976
53 H 0.82146 -0.26086 1.54810  O54 0.958
54 O 1.71172 -0.45668 1.25221  H52 0.976, H53 0.958
55 H 3.19549 2.89300 0.79227  O57 0.965
56 H 1.74116 2.76732 0.62289  O57 0.982
57 O 2.42509 3.46721 0.70215  H55 0.965, H56 0.982

From a natural (NBO) analysis of the wavefunction, the atomic charges in e read:
1 C 0.448
2 N -0.720
3 C -0.638
4 C -0.075
5 C -0.071
6 O -0.752
7 O -0.804
8 H 0.125
9 H 0.479
10 H 0.207
11 H 0.194
12 H 0.195
13 H 0.174
14 H 0.186
15 H 0.162
16 H 0.491
17 H 0.465
18 O -0.953
19 H 0.495
20 H 0.494
21 O -1.046
22 H 0.466
23 H 0.486
24 O -0.972
25 H 0.505
26 H 0.509
27 O -0.984
28 H 0.493
29 H 0.463
30 O -1.007
31 H 0.484
32 H 0.486
33 O -0.973
34 H 0.481
35 H 0.477
36 O -0.968
37 H 0.499
38 H 0.485
39 O -0.976
40 H 0.482
41 H 0.500
42 O -0.976
43 H 0.496
44 H 0.483
45 O -0.981
46 H 0.475
47 H 0.465
48 O -0.939
49 H 0.521
50 H 0.459
51 O -1.016
52 H 0.465
53 H 0.490
54 O -0.957
55 H 0.476
56 H 0.496
57 O -0.955